No. 1
The following is a DFT calculation (ωB97M-V/def2-TZVPD) of a structure of composition C27H25AuN5SbSe4.

Last column: Löwdin charge in e.
CARTESIAN COORDINATES (ANGSTROEM)
1 Au -0.31 0.95 0.25  0.84
2 C -4.36 -4.63 0.34  -0.07
3 C -3.19 -3.69 0.27  -0.29
4 C -2.25 -3.78 -0.76  -0.03
5 C -1.16 -2.93 -0.79  -0.03
6 C -0.96 -1.95 0.19  -0.33
7 N 0.16 -1.11 0.07  -0.09
8 C 1.39 -1.67 0.14  -0.23
9 C 1.57 -2.96 0.69  -0.02
10 C 2.80 -3.58 0.75  -0.07
11 C 3.95 -2.95 0.29  -0.31
12 C 5.29 -3.65 0.30  -0.08
13 C 3.81 -1.66 -0.19  -0.01
14 C 2.58 -1.02 -0.28  -0.12
15 N 2.58 0.27 -0.86  -0.08
16 C 3.41 0.69 -1.84  -0.08
17 C 3.17 2.02 -2.06  -0.05
18 C 2.15 2.35 -1.16  -0.15
19 N 1.81 1.29 -0.44  -0.01
20 C -1.94 -1.82 1.19  -0.17
21 C -3.01 -2.70 1.22  0.00
22 N -1.84 -0.84 2.22  -0.08
23 C -2.81 -0.47 3.09  -0.07
24 C -2.26 0.45 3.95  -0.08
25 C -0.93 0.58 3.53  -0.18
26 N -0.70 -0.18 2.47  0.03
27 H -4.15 -5.54 -0.22  0.07
28 H -5.25 -4.17 -0.10  0.08
29 H -4.59 -4.90 1.37  0.07
30 H -2.38 -4.51 -1.55  0.11
31 H -0.44 -2.98 -1.59  0.08
32 H 0.69 -3.47 1.07  0.10
33 H 2.86 -4.59 1.16  0.10
34 H 5.25 -4.54 0.93  0.06
35 H 6.08 -2.99 0.66  0.07
36 H 5.56 -3.96 -0.71  0.07
37 H 4.70 -1.13 -0.52  0.11
38 H 4.05 0.00 -2.36  0.12
39 H 3.62 2.66 -2.79  0.09
40 H 1.64 3.29 -1.02  0.08
41 H -3.74 -2.64 2.03  0.10
42 H -3.82 -0.83 3.02  0.11
43 H -2.75 0.96 4.77  0.08
44 H -0.15 1.20 3.92  0.10
45 Se -0.45 2.98 -3.98  -0.28
46 Sb -1.29 0.74 -3.37  -0.39
47 Se -2.40 0.76 -1.05  0.13
48 Se -3.28 0.22 -4.77  -0.39
49 Se 0.41 -0.99 -3.87  -0.30
50 C -0.85 2.83 1.06  -0.26
51 C -0.72 4.02 0.20  -0.33
52 C 0.38 4.88 0.34  -0.10
53 C 0.51 6.02 -0.43  -0.12
54 C -0.45 6.33 -1.38  -0.12
55 C -1.54 5.48 -1.55  -0.13
56 C -1.68 4.35 -0.76  -0.09
57 H -1.88 2.66 1.36  0.03
58 H -0.23 2.91 1.95  0.04
59 H 1.13 4.64 1.09  0.10
60 H 1.37 6.67 -0.28  0.09
61 H -0.34 7.21 -2.00  0.09
62 H -2.28 5.70 -2.30  0.10
63 H -2.53 3.70 -0.91  0.07

- Total charge: -2
- Frontier orbital gap: 4.823 eV
- Lowest unoccupied orbital energy: 4.041 eV

***

No. 2
The following is a DFT calculation (ωB97M-V/def2-TZVPD) of a cluster of 11 separate species, C66H198N33O11P11 in total.

Last column: Löwdin charge in e.
CARTESIAN COORDINATES (ANGSTROEM)
1 C 4.58 -3.98 6.08  -0.11
2 N 5.28 -4.05 4.82  -0.30
3 C 6.23 -5.13 4.73  -0.10
4 P 4.63 -3.09 3.62  0.47
5 O 3.15 -2.96 3.75  -0.30
6 N 5.33 -1.65 3.56  -0.30
7 C 4.56 -0.45 3.26  -0.07
8 C 6.74 -1.52 3.83  -0.10
9 N 4.94 -3.84 2.20  -0.27
10 C 4.22 -5.05 1.84  -0.10
11 C 5.76 -3.35 1.13  -0.11
12 H 5.27 -4.31 6.90  0.10
13 H 3.66 -4.48 6.02  0.06
14 H 4.31 -2.94 6.22  0.08
15 H 7.28 -4.76 4.85  0.08
16 H 6.17 -5.74 3.84  0.06
17 H 6.14 -5.79 5.63  0.09
18 H 5.00 0.26 2.57  0.06
19 H 3.62 -0.81 2.81  0.06
20 H 4.35 0.10 4.19  0.09
21 H 7.25 -0.83 3.11  0.07
22 H 6.83 -1.12 4.83  0.08
23 H 7.27 -2.49 3.84  0.08
24 H 4.08 -5.04 0.76  0.06
25 H 4.61 -6.01 2.17  0.07
26 H 3.19 -5.05 2.36  0.10
27 H 6.04 -2.33 1.31  0.05
28 H 5.25 -3.32 0.17  0.05
29 H 6.74 -3.88 1.09  0.09
30 C 6.62 0.95 -2.99  -0.07
31 N 6.88 0.20 -1.75  -0.28
32 C 5.82 -0.23 -0.92  -0.14
33 P 8.47 0.08 -1.25  0.51
34 O 9.35 0.39 -2.38  -0.28
35 N 8.91 1.02 0.10  -0.29
36 C 9.65 2.22 -0.36  -0.14
37 C 8.01 1.30 1.24  -0.11
38 N 8.44 -1.44 -0.58  -0.29
39 C 7.93 -2.56 -1.44  -0.07
40 C 9.27 -1.86 0.57  -0.11
41 H 6.36 2.03 -2.91  0.06
42 H 5.79 0.44 -3.45  0.07
43 H 7.47 0.95 -3.66  0.07
44 H 5.02 -0.77 -1.41  0.06
45 H 5.29 0.62 -0.39  0.06
46 H 6.30 -0.87 -0.15  0.06
47 H 9.09 2.92 -1.04  0.08
48 H 10.06 2.81 0.53  0.10
49 H 10.60 1.87 -0.83  0.08
50 H 7.57 2.32 1.11  0.07
51 H 7.22 0.55 1.31  0.04
52 H 8.60 1.36 2.17  0.09
53 H 7.37 -2.22 -2.21  0.03
54 H 8.80 -3.06 -1.87  0.09
55 H 7.40 -3.28 -0.82  0.06
56 H 9.33 -2.95 0.71  0.08
57 H 8.83 -1.42 1.52  0.06
58 H 10.33 -1.50 0.53  0.09
59 C 4.91 -3.65 -6.09  -0.10
60 N 4.76 -4.84 -5.25  -0.30
61 C 5.84 -5.74 -5.23  -0.14
62 P 3.40 -5.23 -4.36  0.44
63 O 3.24 -6.65 -4.15  -0.26
64 N 3.54 -4.54 -2.89  -0.28
65 C 4.28 -3.33 -2.60  -0.09
66 C 2.52 -5.02 -1.97  -0.09
67 N 2.24 -4.40 -5.21  -0.28
68 C 1.09 -3.80 -4.45  -0.08
69 C 1.74 -5.26 -6.25  -0.15
70 H 3.94 -3.13 -6.23  0.08
71 H 5.16 -3.97 -7.10  0.07
72 H 5.69 -2.94 -5.76  0.08
73 H 5.57 -6.75 -5.01  0.06
74 H 6.69 -5.45 -4.56  0.09
75 H 6.22 -5.85 -6.26  0.09
76 H 3.79 -2.37 -2.79  0.08
77 H 4.54 -3.40 -1.54  0.05
78 H 5.20 -3.39 -3.23  0.08
79 H 2.91 -4.95 -0.98  0.05
80 H 1.69 -4.33 -2.03  0.06
81 H 2.28 -6.00 -2.26  0.07
82 H 1.44 -3.01 -3.82  0.04
83 H 0.54 -3.31 -5.25  0.08
84 H 0.51 -4.41 -3.84  0.06
85 H 2.53 -5.45 -6.96  0.07
86 H 0.89 -4.73 -6.78  0.10
87 H 1.42 -6.25 -5.91  0.08
88 C 0.38 -3.78 5.85  -0.10
89 N -0.32 -2.62 5.28  -0.27
90 C 0.43 -1.32 5.34  -0.09
91 P -1.97 -2.45 5.24  0.46
92 O -2.36 -1.35 4.37  -0.29
93 N -2.53 -3.91 4.82  -0.28
94 C -2.09 -4.42 3.55  -0.11
95 C -3.73 -4.43 5.55  -0.06
96 N -2.44 -2.08 6.80  -0.30
97 C -2.78 -0.71 7.13  -0.10
98 C -2.21 -2.89 7.94  -0.15
99 H 0.55 -3.63 6.97  0.09
100 H 1.32 -3.89 5.33  0.05
101 H -0.18 -4.71 5.69  0.07
102 H 1.46 -1.37 4.93  0.07
103 H 0.57 -1.10 6.40  0.07
104 H -0.20 -0.53 4.91  0.06
105 H -1.66 -3.65 2.94  0.06
106 H -1.23 -5.14 3.68  0.10
107 H -2.96 -4.90 3.08  0.09
108 H -3.88 -3.90 6.48  0.06
109 H -4.61 -4.29 4.93  0.07
110 H -3.69 -5.47 5.71  0.07
111 H -3.84 -0.59 7.42  0.09
112 H -2.12 -0.22 7.90  0.10
113 H -2.74 -0.11 6.27  0.03
114 H -3.10 -2.93 8.60  0.09
115 H -1.40 -2.53 8.57  0.08
116 H -1.93 -3.97 7.65  0.10
117 C -2.43 6.08 -4.22  -0.12
118 N -1.38 5.83 -3.27  -0.31
119 C -1.00 6.97 -2.42  -0.08
120 P -0.38 4.52 -3.30  0.58
121 O -0.09 3.98 -1.94  -0.31
122 N -1.18 3.48 -4.41  -0.30
123 C -0.55 2.62 -5.42  -0.09
124 C -2.52 2.98 -4.04  -0.12
125 N 1.01 5.06 -4.11  -0.29
126 C 2.26 4.37 -3.77  -0.09
127 C 0.92 5.67 -5.41  -0.10
128 H -2.59 7.15 -4.40  0.09
129 H -3.38 5.64 -3.89  0.06
130 H -2.19 5.68 -5.21  0.08
131 H -0.43 6.60 -1.56  0.05
132 H -1.90 7.46 -2.11  0.08
133 H -0.34 7.62 -2.99  0.08
134 H 0.42 3.01 -5.59  0.04
135 H -0.47 1.66 -4.99  0.06
136 H -1.20 2.52 -6.35  0.11
137 H -2.97 3.63 -3.31  0.04
138 H -3.13 2.88 -4.98  0.10
139 H -2.40 1.97 -3.56  0.07
140 H 2.64 3.82 -4.62  0.08
141 H 3.01 5.06 -3.52  0.05
142 H 2.16 3.71 -2.93  0.05
143 H -0.09 6.08 -5.43  0.07
144 H 0.96 4.93 -6.21  0.07
145 H 1.71 6.38 -5.48  0.08
146 C -3.94 3.63 4.56  -0.09
147 N -2.60 3.28 4.09  -0.30
148 C -2.42 1.87 3.77  -0.11
149 P -1.56 4.41 3.45  0.49
150 O -1.73 5.74 4.13  -0.31
151 N -0.06 3.78 3.68  -0.30
152 C 0.51 2.85 2.71  -0.09
153 C 0.54 3.98 4.97  -0.12
154 N -1.89 4.34 1.83  -0.27
155 C -1.19 5.38 0.94  -0.06
156 C -3.24 4.06 1.38  -0.14
157 H -4.29 2.84 5.25  0.08
158 H -4.67 3.78 3.80  0.05
159 H -3.80 4.59 5.12  0.09
160 H -2.07 1.31 4.68  0.08
161 H -1.75 1.70 2.95  0.05
162 H -3.37 1.39 3.57  0.06
163 H 0.62 1.86 3.13  0.07
164 H -0.14 2.82 1.84  0.05
165 H 1.50 3.20 2.51  0.05
166 H -0.18 4.55 5.54  0.06
167 H 0.67 2.99 5.56  0.10
168 H 1.57 4.44 4.87  0.09
169 H -1.87 6.23 0.81  0.09
170 H -0.28 5.77 1.37  0.06
171 H -0.97 4.94 -0.01  0.03
172 H -4.10 4.64 1.74  0.08
173 H -3.53 3.02 1.69  0.08
174 H -3.27 4.11 0.27  0.09
175 C -5.50 1.78 -1.11  -0.13
176 N -6.26 2.96 -1.42  -0.29
177 C -6.99 3.49 -0.32  -0.09
178 P -6.45 3.42 -2.98  0.49
179 O -5.25 3.84 -3.75  -0.30
180 N -7.17 2.19 -3.75  -0.27
181 C -7.16 2.01 -5.16  -0.09
182 C -7.91 1.15 -3.01  -0.09
183 N -7.48 4.73 -2.93  -0.31
184 C -8.95 4.65 -2.92  -0.08
185 C -6.85 6.04 -2.90  -0.13
186 H -6.04 0.82 -0.94  0.06
187 H -4.76 2.03 -0.35  0.07
188 H -4.86 1.43 -1.96  0.09
189 H -7.41 4.49 -0.50  0.09
190 H -6.30 3.57 0.51  0.08
191 H -7.79 2.88 0.04  0.07
192 H -6.33 2.45 -5.66  0.07
193 H -7.23 0.98 -5.40  0.07
194 H -7.98 2.55 -5.56  0.07
195 H -7.78 1.32 -1.97  0.05
196 H -8.96 1.08 -3.33  0.09
197 H -7.56 0.09 -3.09  0.08
198 H -9.30 5.31 -2.15  0.07
199 H -9.44 4.95 -3.85  0.08
200 H -9.20 3.65 -2.68  0.05
201 H -5.78 5.88 -3.02  0.05
202 H -7.06 6.59 -1.93  0.09
203 H -7.18 6.73 -3.72  0.09
204 C 2.68 -0.15 0.12  -0.08
205 N 1.46 0.36 -0.56  -0.27
206 C 1.82 1.24 -1.64  -0.12
207 P 0.26 -0.81 -0.76  0.53
208 O 0.46 -1.82 -1.85  -0.30
209 N 0.21 -1.66 0.69  -0.29
210 C 0.73 -3.02 0.92  -0.08
211 C -0.19 -0.94 1.89  -0.11
212 N -1.09 0.12 -0.85  -0.24
213 C -2.15 -0.37 -1.71  -0.13
214 C -1.40 1.49 -0.19  -0.03
215 H 3.20 -0.84 -0.55  0.07
216 H 2.41 -0.62 1.05  0.05
217 H 3.35 0.68 0.30  0.06
218 H 2.63 0.89 -2.29  0.09
219 H 2.33 2.09 -1.14  0.05
220 H 0.95 1.60 -2.22  0.08
221 H 0.06 -3.81 0.57  0.07
222 H 1.66 -3.11 0.34  0.07
223 H 0.91 -3.06 1.97  0.06
224 H -1.13 -1.36 2.37  0.07
225 H 0.60 -1.12 2.64  0.07
226 H -0.33 0.14 1.75  0.05
227 H -2.20 0.06 -2.74  0.08
228 H -2.14 -1.49 -1.90  0.07
229 H -3.07 -0.28 -1.21  0.01
230 H -0.46 1.79 0.22  0.04
231 H -2.14 1.26 0.59  0.06
232 H -1.76 2.25 -0.85  0.05
233 C -5.55 -1.02 4.52  -0.09
234 N -6.70 -0.82 3.58  -0.29
235 C -7.98 -0.54 4.18  -0.13
236 P -6.70 -1.19 1.93  0.48
237 O -7.17 -0.15 0.98  -0.29
238 N -5.21 -1.65 1.57  -0.27
239 C -4.61 -2.92 2.05  -0.08
240 C -4.15 -0.64 1.36  -0.08
241 N -7.68 -2.51 1.78  -0.31
242 C -8.21 -2.86 0.50  -0.09
243 C -8.07 -3.37 2.86  -0.12
244 H -5.41 -0.07 5.15  0.10
245 H -4.56 -1.11 4.10  0.02
246 H -5.78 -1.87 5.23  0.09
247 H -8.44 -1.33 4.76  0.07
248 H -8.60 -0.20 3.36  0.08
249 H -7.84 0.34 4.79  0.08
250 H -4.15 -3.49 1.19  0.08
251 H -3.88 -2.73 2.88  0.05
252 H -5.39 -3.54 2.45  0.06
253 H -4.63 0.12 0.73  0.06
254 H -3.76 -0.20 2.28  0.05
255 H -3.33 -1.05 0.80  0.07
256 H -9.27 -3.05 0.49  0.08
257 H -7.95 -2.12 -0.22  0.05
258 H -7.74 -3.82 0.31  0.08
259 H -7.62 -2.99 3.75  0.04
260 H -7.74 -4.43 2.61  0.10
261 H -9.17 -3.41 3.02  0.10
262 C 6.20 4.87 -2.22  -0.10
263 N 6.05 5.11 -0.78  -0.28
264 C 7.26 5.55 -0.13  -0.11
265 P 4.81 4.35 0.00  0.54
266 O 4.61 2.94 -0.45  -0.30
267 N 5.07 4.47 1.65  -0.30
268 C 4.63 5.66 2.38  -0.09
269 C 5.23 3.26 2.42  -0.13
270 N 3.36 5.16 -0.37  -0.26
271 C 2.22 4.47 0.21  -0.15
272 C 3.06 6.61 -0.69  -0.07
273 H 7.02 4.17 -2.39  0.07
274 H 6.38 5.74 -2.81  0.08
275 H 5.31 4.38 -2.61  0.06
276 H 7.32 6.63 -0.13  0.08
277 H 8.12 5.17 -0.69  0.07
278 H 7.32 5.26 0.92  0.08
279 H 5.21 5.85 3.30  0.09
280 H 4.78 6.51 1.72  0.07
281 H 3.58 5.58 2.69  0.07
282 H 4.44 3.16 3.16  0.07
283 H 5.22 2.35 1.77  0.06
284 H 6.14 3.22 3.02  0.08
285 H 1.43 4.29 -0.49  0.05
286 H 2.63 3.51 0.61  0.07
287 H 1.81 4.97 1.12  0.07
288 H 3.78 7.07 -1.36  0.07
289 H 2.95 7.21 0.26  0.09
290 H 2.14 6.63 -1.25  0.05
291 C -2.56 -4.37 -1.62  -0.07
292 N -4.03 -4.68 -1.87  -0.31
293 C -4.53 -5.73 -0.98  -0.12
294 P -4.74 -4.28 -3.36  0.55
295 O -5.69 -5.36 -3.81  -0.32
296 N -5.39 -2.76 -3.20  -0.30
297 C -6.04 -2.19 -4.32  -0.13
298 C -5.38 -2.06 -1.94  -0.09
299 N -3.55 -4.12 -4.52  -0.29
300 C -2.73 -2.90 -4.67  -0.08
301 C -3.37 -5.15 -5.53  -0.10
302 H -2.51 -4.35 -0.51  0.06
303 H -2.32 -3.47 -2.21  0.03
304 H -1.92 -5.28 -1.93  0.10
305 H -5.61 -5.73 -0.99  0.07
306 H -4.30 -5.48 0.05  0.05
307 H -4.15 -6.73 -1.23  0.09
308 H -5.93 -1.11 -4.37  0.07
309 H -5.57 -2.60 -5.21  0.08
310 H -7.13 -2.37 -4.38  0.10
311 H -6.41 -1.89 -1.54  0.08
312 H -4.79 -2.48 -1.14  0.06
313 H -4.95 -1.10 -2.12  0.05
314 H -1.81 -2.86 -4.12  0.05
315 H -2.33 -3.00 -5.66  0.07
316 H -3.34 -2.01 -4.55  0.07
317 H -4.18 -5.89 -5.56  0.08
318 H -2.38 -5.68 -5.53  0.09
319 H -3.36 -4.60 -6.40  0.04

- ΔE to the lowest compared entry with this formula, charge and spin: 0.000 eV
- Structure (SMILES): CN(C)P(=O)(N(C)C)N(C)C.CN(C)P(=O)(N(C)C)N(C)C.CN(C)P(=O)(N(C)C)N(C)C.CN(C)P(=O)(N(C)C)N(C)C.CN(C)P(=O)(N(C)C)N(C)C.CN(C)P(=O)(N(C)C)N(C)C.CN(C)P(=O)(N(C)C)N(C)C.CN(C)P(=O)(N(C)C)N(C)C.CN(C)P(=O)(N(C)C)N(C)C.CN(C)P(=O)(N(C)C)N(C)C.CN(C)P(=O)(N(C)C)N(C)C
- Frontier orbital gap: 8.601 eV
- Lowest unoccupied orbital energy: 0.371 eV

***

No. 3
The following is a DFT calculation (ωB97M-V/def2-TZVPD) of the molecule C4H12N2.

Last column: Löwdin charge in e.
CARTESIAN COORDINATES (ANGSTROEM)
1 C 0.89 -1.67 0.04  -0.13
2 C -1.24 -0.83 1.04  -0.08
3 C -0.48 2.03 -0.23  -0.15
4 C 0.15 -0.37 0.53  -0.29
5 N 0.75 0.80 -1.80  0.03
6 N -0.22 0.69 -0.83  -0.10
7 H 0.30 -2.47 -0.30  0.05
8 H 1.57 -1.55 -0.74  0.01
9 H 1.25 -1.93 1.07  0.09
10 H -1.84 0.05 1.25  0.07
11 H -1.13 -1.44 1.87  0.06
12 H -1.74 -1.49 0.40  0.06
13 H -0.22 2.77 -0.95  0.06
14 H -1.47 2.15 0.19  0.07
15 H 0.21 2.01 0.72  0.08
16 H 0.72 0.17 1.32  0.09
17 H 1.66 1.18 -1.40  0.02
18 H 0.84 -0.11 -2.21  0.05

- 2S+1: 3
- ΔE to the lowest compared entry with this formula, charge and spin: 0.993 eV
- Frontier orbital gap (alpha / beta): 3.795 / 8.489 eV
- ⟨S²⟩: 2.004
- Lowest unoccupied orbital energy (alpha / beta): 1.083 / -2.556 eV

***

No. 4
The following is a DFT calculation (ωB97M-V/def2-TZVPD) of a structure of composition C18H21N2O6RuS2SeSi.

Last column: Löwdin charge in e.
CARTESIAN COORDINATES (ANGSTROEM)
1 Ru 0.86 1.11 0.42  1.44
2 S 2.98 -2.67 1.53  1.13
3 C 3.90 -1.91 0.27  -0.45
4 C 5.07 -2.35 -0.35  -0.09
5 C 5.58 -1.58 -1.37  -0.09
6 C 4.96 -0.40 -1.78  -0.07
7 C 3.81 0.05 -1.16  0.00
8 C 3.29 -0.72 -0.13  -0.27
9 N 2.15 -0.45 0.61  -0.06
10 C 1.84 -1.40 1.45  -0.54
11 C 0.66 -1.16 2.25  -0.31
12 C 0.15 -2.00 3.23  -0.08
13 C -0.95 -1.60 3.95  -0.08
14 C -1.52 -0.36 3.71  -0.08
15 C -1.02 0.48 2.71  -0.11
16 C 0.05 0.07 1.93  -0.17
17 H 5.53 -3.28 -0.05  0.11
18 H 6.48 -1.91 -1.88  0.10
19 H 5.39 0.18 -2.59  0.10
20 H 3.32 0.97 -1.46  0.11
21 H 0.61 -2.97 3.40  0.11
22 H -1.37 -2.25 4.71  0.10
23 H -2.37 -0.03 4.30  0.10
24 H -1.45 1.46 2.59  0.09
25 N -1.15 1.51 -0.16  -0.03
26 C -1.57 0.85 -1.40  -0.10
27 C -0.37 0.21 -2.05  -0.60
28 O -0.36 -0.11 -3.22  0.09
29 O 0.60 -0.04 -1.20  -0.16
30 H -1.75 1.26 0.62  0.08
31 H -1.13 2.52 -0.24  0.11
32 H -2.06 1.54 -2.08  0.13
33 H -2.25 0.03 -1.16  0.14
34 O 1.80 3.17 -0.66  -0.36
35 S 1.88 3.29 0.80  0.33
36 O 2.45 4.46 1.37  -0.26
37 O 0.45 2.96 1.30  -0.43
38 O 2.52 1.96 1.26  -0.40
39 C 0.42 -6.02 -1.71  -0.26
40 Si 0.11 -4.15 -1.76  -0.06
41 C -1.09 -3.85 -3.18  -0.25
42 C 1.74 -3.38 -2.32  -0.23
43 Se -0.59 -3.32 0.17  0.16
44 H 0.70 -6.39 -2.70  0.01
45 H -0.48 -6.55 -1.38  0.01
46 H 1.22 -6.26 -1.00  0.01
47 H -0.72 -4.30 -4.11  0.02
48 H -1.22 -2.78 -3.33  0.00
49 H -2.07 -4.28 -2.95  0.01
50 H 2.10 -3.82 -3.25  0.02
51 H 2.52 -3.51 -1.56  0.00
52 H 1.61 -2.30 -2.47  0.01

- ΔE to the lowest compared entry with this formula, charge and spin: 0.730 eV
- Total charge: -1
- Frontier orbital gap: 5.628 eV
- Lowest unoccupied orbital energy: 1.970 eV

***

Max |F|, respectively: 1.88, 4.02, 3.65, 0.80 eV Å⁻¹.
Electronic energy, respectively: -307471.7471, -245540.0341, -7314.9198, -131752.9900 eV.